Arrangement P

Molecular formula: CH11N3O3
Method: DFT, ωB97M-V/def2-TZVPD

The geometry in XYZ format:
```
18
Properties=species:S:1:pos:R:3:mulliken_charge:R:1
N -0.4215 -0.1853 -0.3596 -0.64
C 0.7873 0.1993 -0.7963 0.63
N 1.7148 0.8839 -0.1030 -0.39
N 1.2364 0.0671 -2.1343 -0.63
H -0.7033 -0.1251 0.7034 0.08
H 2.5631 0.8956 -0.6997 0.23
H 1.4302 1.1430 0.8784 0.26
H 0.5461 -0.0893 -2.8840 0.34
H 1.7355 0.8322 -2.5981 0.24
O 0.3848 0.8962 2.8043 -0.59
H -0.1662 0.1924 3.0910 0.32
H 0.3688 1.5306 3.4318 0.26
O -1.3115 -0.2251 -3.2815 -0.79
H -1.5943 -1.1455 -3.4168 0.34
H -1.3135 -0.0726 -2.2940 0.33
O -2.0268 -1.3097 2.6927 -0.70
H -1.5399 -2.1700 3.1737 0.35
H -1.6899 -1.3176 1.7920 0.34
```

Values from the calculation:
lowest unoccupied orbital energy: 0.51 eV
spin multiplicity: 1
total charge: 0
M: 113.1 g mol⁻¹
E_HOMO: -8.888 eV
SMILES string: N=C(N)N.O.O.O



Arrangement Q

Molecular formula: CH11N3O3
Method: DFT, ωB97M-V/def2-TZVPD

The geometry in XYZ format:
```
18
Properties=species:S:1:pos:R:3:mulliken_charge:R:1
N -1.6934 -0.5429 0.6736 -0.81
C -1.0090 0.5579 0.4854 0.65
N -0.5892 0.8930 -0.7967 -0.38
N -0.7029 1.2631 1.6631 -0.45
H -2.0099 -1.1458 -0.1438 0.21
H -0.3779 1.8826 -0.8964 0.19
H -0.6655 0.2939 -1.5729 0.19
H -1.1299 0.9201 2.5059 0.24
H 0.0398 1.7931 1.5352 0.18
O 0.2885 -4.0631 0.6081 -0.67
H 0.4472 -3.9241 1.5839 0.33
H -0.1226 -3.2538 0.3130 0.37
O 3.1803 4.4606 -0.4628 -0.66
H 3.2844 5.0271 0.3229 0.32
H 3.9301 3.7405 -0.4074 0.34
O -0.5098 -2.2498 -1.7782 -0.62
H -0.5988 -2.8615 -2.4135 0.25
H 0.4833 -2.2934 -1.4568 0.34
```

Values from the calculation:
lowest unoccupied orbital energy: 0.53 eV
spin multiplicity: 1
total charge: 0
M: 113.1 g mol⁻¹
E_HOMO: -8.346 eV
SMILES string: N=C(N)N.O.O.O



Unit: eV. Relative energies: arrangement P 0.000; arrangement Q 0.147.



Arrangement P

Molecular formula: C23H32GeNO5Pb
Method: DFT, ωB97M-V/def2-TZVPD

The geometry in XYZ format:
```
63
Properties=species:S:1:pos:R:3:mulliken_charge:R:1
Pb 1.3208 -0.2816 0.8439 1.09
C 2.7418 -4.5408 1.4158 -1.59
C 3.3487 -3.2964 0.8363 0.83
C 3.3444 -3.0747 -0.5395 -0.42
C 3.9405 -1.9467 -1.0850 -0.44
C 4.5503 -1.0121 -0.2582 -0.53
C 4.5665 -1.2229 1.1149 -0.45
C 3.9688 -2.3544 1.6562 -0.56
H 3.4820 -5.3424 1.4519 0.36
H 1.9058 -4.8944 0.8123 0.38
H 2.3886 -4.3756 2.4335 0.37
H 2.8702 -3.7993 -1.1910 0.40
H 3.9371 -1.8033 -2.1582 0.45
H 5.0250 -0.1352 -0.6792 0.42
H 5.0513 -0.5081 1.7682 0.43
H 3.9913 -2.5134 2.7280 0.39
O -0.0866 -0.9341 2.7080 -0.52
C -1.1533 -1.5482 2.6842 -0.46
C -2.0699 -1.6201 1.5646 0.99
C -3.2055 -2.4223 1.7300 -0.43
C -4.1348 -2.5157 0.7264 -0.64
C -3.9761 -1.8106 -0.4676 -0.50
C -2.8745 -1.0181 -0.6440 -0.56
C -1.8670 -0.8968 0.3462 -0.24
O -0.8517 -0.1229 0.1240 0.07
N -5.3159 -3.3614 0.9075 1.00
O -5.3726 -4.0240 1.9253 -0.60
O -6.0602 -3.4843 -0.0460 -0.60
H -1.4513 -2.0990 3.5890 0.37
H -3.3569 -2.9716 2.6498 0.54
H -4.7352 -1.9009 -1.2312 0.53
H -2.7490 -0.4644 -1.5670 0.30
C -1.8035 2.1799 2.6107 -1.00
Ge -0.0580 2.8443 2.0616 0.59
C -0.2565 3.5480 0.1639 -0.65
C 0.3114 4.5849 2.8909 -1.22
C 1.4420 1.6399 2.0799 -1.37
H -2.5014 3.0120 2.7099 0.44
H -1.7349 1.6817 3.5768 0.36
H -2.1920 1.4722 1.8891 0.20
H -1.1597 4.1437 0.0381 0.42
H -0.9831 2.7909 -1.7473 0.38
H 0.6009 4.1008 -0.2115 0.41
H -0.5141 5.2864 2.7666 0.38
H 1.2197 5.0345 2.4903 0.37
H 0.4623 4.4393 3.9609 0.38
H 1.6327 1.3062 3.1020 0.52
H 2.3153 2.2072 1.7430 0.48
O -0.4480 2.4907 -0.9729 0.14
C 0.3821 1.4524 -1.1960 -0.45
C 0.4803 2.4981 -4.4613 -1.69
C -0.5286 1.6654 -3.6727 0.68
C -1.2908 0.6995 -4.5745 -1.60
C 0.1865 0.8967 -2.5552 -0.26
H -0.0171 3.0747 -5.2405 0.43
H 1.2096 1.8453 -4.9440 0.39
H 1.0280 3.1921 -3.8205 0.33
H -1.2832 2.3700 -3.2692 0.14
H -0.6007 -0.0192 -5.0198 0.38
H -1.7874 1.2299 -5.3854 0.43
H -2.0438 0.1406 -4.0172 0.32
H 1.1463 0.4966 -2.8844 0.66
H -0.3868 -0.0093 -2.2604 0.04
```

Values from the calculation:
lowest unoccupied orbital energy: -3.76 eV
spin multiplicity: 1
total charge: +1
M: 682.3 g mol⁻¹
E_HOMO: -10.749 eV



Arrangement Q

Molecular formula: C23H32GeNO5Pb
Method: DFT, ωB97M-V/def2-TZVPD

The geometry in XYZ format:
```
63
Properties=species:S:1:pos:R:3:mulliken_charge:R:1
Pb -0.6266 0.0669 -0.8651 1.04
C 3.3492 0.3092 -2.0250 -1.54
C 2.0804 0.2715 -2.8292 0.69
C 1.5297 -0.9321 -3.2644 -0.34
C 0.3828 -0.9502 -4.0538 -0.60
C -0.2295 0.2401 -4.4202 -0.48
C 0.3102 1.4477 -3.9912 -0.57
C 1.4485 1.4604 -3.1990 -0.29
H 3.2146 0.8565 -1.0893 0.24
H 4.1377 0.8218 -2.5776 0.44
H 3.7036 -0.6940 -1.7913 0.39
H 2.0162 -1.8646 -3.0016 0.35
H -0.0357 -1.8951 -4.3757 0.45
H -1.1187 0.2280 -5.0363 0.44
H -0.1533 2.3820 -4.2799 0.44
H 1.8704 2.4067 -2.8804 0.42
O 0.0592 1.9837 0.3517 -0.50
C -0.6667 2.7819 0.9591 -0.17
C -2.0589 2.6578 1.2896 0.79
C -2.6486 3.7934 1.8767 -0.64
C -3.9686 3.7698 2.2336 -0.50
C -4.7536 2.6282 2.0354 -0.36
C -4.1976 1.5081 1.4769 -0.92
C -2.8378 1.4748 1.0891 0.47
O -2.3422 0.3670 0.6179 -0.56
N -4.5677 4.9610 2.8459 1.02
O -3.8475 5.9281 3.0060 -0.61
O -5.7386 4.8968 3.1602 -0.61
H -0.1961 3.7182 1.2927 0.38
H -2.0676 4.6900 2.0454 0.56
H -5.7929 2.6507 2.3307 0.53
H -4.7873 0.6159 1.3164 0.48
C 3.1749 -1.8189 4.0730 -1.13
Ge 2.1226 -0.5478 3.0380 0.32
C 2.7853 1.2840 3.0939 -1.11
C 0.1866 -0.5659 3.4956 -0.65
C 1.7471 -1.1139 1.1725 -0.10
H 3.2618 -1.4895 5.1078 0.36
H 4.1803 -1.9023 3.6626 0.38
H 2.7169 -2.8072 4.0614 0.38
H 2.7599 1.6798 4.1083 0.38
H 2.1755 1.9148 2.4480 0.27
H 3.8147 1.3292 2.7407 0.38
H -0.1635 0.2625 4.1062 0.50
H -0.2003 -1.5114 3.8722 0.37
H -1.3311 -0.3183 2.0460 0.20
H 2.1729 -2.1123 1.0530 0.57
H 2.2647 -0.4510 0.4781 -0.28
O -0.3566 -0.3266 2.1469 -0.16
C 0.2505 -1.1960 0.9622 0.05
C -2.2537 -3.0334 -0.2934 -1.38
C -1.7599 -2.8746 1.1406 1.43
C -2.1027 -4.1237 1.9486 -1.72
C -0.2495 -2.6127 1.1928 -1.33
H -3.3364 -3.1558 -0.3236 0.43
H -1.8024 -3.9129 -0.7572 0.41
H -2.0215 -2.1768 -0.9343 0.04
H -2.3049 -2.0320 1.5809 -0.16
H -1.5865 -4.9969 1.5438 0.38
H -3.1727 -4.3284 1.9207 0.42
H -1.8064 -4.0171 2.9933 0.41
H 0.2371 -3.2218 0.4221 0.53
H 0.1620 -2.9923 2.1395 0.38
```

Values from the calculation:
lowest unoccupied orbital energy: -3.40 eV
spin multiplicity: 1
total charge: +1
M: 682.3 g mol⁻¹
E_HOMO: -11.437 eV



Unit: eV. Relative energies: arrangement P 3.599; arrangement Q 0.000.



Arrangement P

Molecular formula: H21O11
Method: DFT, ωB97M-V/def2-TZVPD

The geometry in XYZ format:
```
32
Properties=species:S:1:pos:R:3:mulliken_charge:R:1
O 11.8823 -17.0070 -6.3162 0.57
H 11.4233 -17.3662 -7.0830 -0.35
O 12.4005 -14.7887 -4.8807 -0.69
H 11.7329 -14.8188 -4.2028 0.32
H 12.2054 -15.6801 -5.3043 0.31
O 9.1919 -15.7132 -6.0514 -0.66
H 10.0818 -16.0936 -6.0777 0.25
H 8.9130 -15.5689 -5.1590 0.26
O 10.7617 -17.6635 -4.0519 -0.70
H 11.2971 -17.5029 -4.8887 0.21
H 9.8500 -17.5158 -4.3135 0.25
O 9.5312 -16.1024 -9.6071 -0.65
H 10.2635 -15.7073 -9.1726 0.38
H 9.0147 -16.5261 -8.9904 0.28
O 11.7956 -14.8351 -8.1576 -0.75
H 11.9863 -15.5743 -7.5630 0.19
H 11.2333 -14.2188 -7.7308 0.32
O 14.4057 -16.9919 -6.1820 -0.73
H 14.8013 -17.9014 -6.2235 0.34
H 13.4587 -17.1072 -6.1896 0.14
O 12.5041 -19.4256 -8.5804 -0.73
H 11.5951 -19.4434 -8.8260 0.29
H 12.3936 -19.6033 -7.6598 0.38
O 12.2914 -19.6068 -5.7674 -0.76
H 12.5153 -19.7129 -4.8241 0.32
H 12.2998 -18.6377 -5.8916 0.29
O 13.4978 -17.0784 -9.5008 -0.65
H 14.1272 -16.7919 -8.8558 0.29
H 13.2040 -17.9230 -9.1853 0.38
O 10.0580 -18.3977 -8.0558 -0.64
H 9.7334 -18.3439 -7.1858 0.24
H 9.6519 -19.1183 -8.5325 0.29
```

Values from the calculation:
lowest unoccupied orbital energy: 2.72 eV
spin multiplicity: 1
total charge: -1
M: 197.2 g mol⁻¹
E_HOMO: -6.921 eV



Arrangement Q

Molecular formula: H21O11
Method: DFT, ωB97M-V/def2-TZVPD

The geometry in XYZ format:
```
32
Properties=species:S:1:pos:R:3:mulliken_charge:R:1
O -4.0548 -0.6630 1.6591 -0.61
H -3.5726 -0.4095 2.4159 0.26
H -3.4915 -0.1815 1.0237 0.41
O 2.4170 -1.8003 -3.8587 -0.62
H 1.9069 -2.5632 -3.5713 0.31
H 1.7664 -1.3081 -4.3702 0.31
O -3.3020 0.8262 -1.6995 -0.65
H 1.5198 4.1159 2.1753 0.30
H 2.9924 0.0952 1.3068 0.24
O -0.1966 2.3627 -1.8706 -0.65
H -0.3077 3.1856 -1.4067 0.29
H 0.3819 1.6782 -1.5044 0.34
O 0.3370 -2.6377 0.9880 -0.64
H 0.1699 -1.7195 0.7671 0.33
H -1.8446 1.3520 1.8472 0.29
O 2.3665 0.8175 1.4013 -0.68
H 1.7653 0.6292 0.6152 0.43
H -1.4622 1.1770 0.3896 0.35
O -2.2153 1.3663 0.9594 -0.70
H -3.3574 0.7191 -0.7535 0.30
O 1.8141 4.0159 1.2587 -0.62
H -2.4361 0.9406 -2.0907 0.32
H 2.5042 3.3653 1.4756 0.30
O 1.3968 -2.4441 3.4760 -0.65
H 1.8868 -2.0162 2.7620 0.32
H 0.9592 -3.1070 2.9215 0.35
O 1.3174 -0.2357 -0.7462 -0.84
H 0.0771 -3.2600 0.3129 0.27
H 2.1827 -0.4410 -1.1016 0.08
O -0.8087 -1.4229 -1.3580 -0.66
H -0.7480 -1.5486 -2.3020 0.22
H 0.0357 -0.8884 -1.1219 0.30
```

Values from the calculation:
lowest unoccupied orbital energy: 2.92 eV
spin multiplicity: 1
total charge: -1
M: 197.2 g mol⁻¹
E_HOMO: -5.722 eV



Unit: eV. Relative energies: arrangement P 0.000; arrangement Q 0.765.



Arrangement P

Molecular formula: C8H16O2
Method: DFT, ωB97M-V/def2-TZVPD

The geometry in XYZ format:
```
26
Properties=species:S:1:pos:R:3:mulliken_charge:R:1
C -2.0172 0.5297 -0.9779 -0.73
C -1.4133 -0.2147 -0.0653 -0.51
C -0.6101 -1.5009 -0.4530 0.65
C -1.5977 -2.6526 -0.6503 -1.48
O 0.1535 -1.3419 -1.5969 -0.65
H -1.7227 0.4777 -2.0153 0.26
H -2.7570 1.2760 -0.7249 0.37
H -1.7350 -0.1882 0.9703 0.37
H 0.0327 -1.7283 0.4175 0.04
H -2.2111 -2.7884 0.2368 0.38
H -2.2384 -2.4402 -1.5026 0.34
H -1.0465 -3.5681 -0.8494 0.40
H 0.5965 -0.4155 -1.5724 0.44
C 2.6003 -0.2250 0.8290 -1.21
C 1.4559 0.6944 1.2419 -0.43
C 0.7546 1.3472 0.0615 1.10
C 0.0004 2.6086 0.4004 -1.51
O 1.0617 1.0806 -1.1009 -0.68
H 2.2585 -0.9976 0.1456 0.26
H 3.3735 0.3454 0.3191 0.36
H 3.0367 -0.7019 1.7038 0.37
H 1.8279 1.4843 1.8998 0.45
H 0.7064 0.1418 1.8144 0.27
H -0.6709 2.4376 1.2394 0.32
H 0.7130 3.3799 0.6963 0.44
H -0.5516 2.9600 -0.4669 0.39
```

Values from the calculation:
lowest unoccupied orbital energy: 0.70 eV
spin multiplicity: 1
total charge: 0
M: 144.2 g mol⁻¹
E_HOMO: -9.440 eV
SMILES string: C=C[C@@H](C)O.CCC(C)=O



Arrangement Q

Molecular formula: C8H16O2
Method: DFT, ωB97M-V/def2-TZVPD

The geometry in XYZ format:
```
26
Properties=species:S:1:pos:R:3:mulliken_charge:R:1
C -1.8951 0.7790 0.4554 -0.70
C -0.6978 0.1908 0.4186 -0.28
C 0.4063 0.5606 -0.5293 0.48
C 0.1558 0.6212 -1.8378 -0.11
C -1.1819 0.5473 -2.5918 -1.20
C 1.7842 0.7393 -0.1102 1.07
C 2.1205 0.5940 1.1665 -1.40
C 2.9369 0.8817 -1.1358 -1.32
H -2.2562 1.6108 -0.1699 0.41
H -2.7202 0.2659 0.9451 0.25
H -0.4370 -0.6751 1.0096 0.20
H 1.0435 0.8320 -2.4307 0.25
H -1.3151 1.2047 -3.4441 0.34
H -1.4239 -0.3270 -3.1565 0.32
H -1.9465 0.8267 -1.8938 0.21
H 1.5784 0.4661 2.1110 0.26
H 3.1118 0.6025 1.6056 0.25
H 2.9561 0.1647 -1.9757 0.32
H 2.5976 1.8919 -1.6389 0.34
H 3.7710 0.8613 -0.4432 0.34
O -2.6180 -1.8731 1.3923 -0.59
H -1.7761 -2.1190 1.7931 0.38
H -2.9155 -2.5391 0.7740 0.29
O -0.4252 -2.1902 3.0094 -0.73
H -1.1005 -1.4906 3.0377 0.30
H 0.2468 -2.4264 3.6394 0.32
```

Values from the calculation:
lowest unoccupied orbital energy: 0.64 eV
spin multiplicity: 1
total charge: 0
M: 144.2 g mol⁻¹
E_HOMO: -8.302 eV
SMILES string: C=C/C(=C\C)C(=C)C.O.O



Arrangement R

Molecular formula: C8H16O2
Method: DFT, ωB97M-V/def2-TZVPD

The geometry in XYZ format:
```
26
Properties=species:S:1:pos:R:3:mulliken_charge:R:1
C 2.6632 0.1224 -0.2248 -1.14
C 1.3995 0.9729 -0.1916 -0.99
C -0.0309 0.5249 0.5975 1.25
C 0.3303 -0.1399 1.9198 -2.08
O -0.6738 1.7481 0.9265 -0.62
C -0.9281 -0.3311 -0.3476 2.14
C -1.8831 0.5337 -1.1947 -2.05
C -1.7681 -1.4044 0.3681 -1.93
C 0.0474 -1.0257 -1.3112 -0.43
O 0.5620 -2.1211 -1.0807 -0.51
H 3.5423 0.7599 -0.3703 0.40
H 2.6761 -0.5868 -1.0542 0.33
H 2.8061 -0.4390 0.7023 0.26
H 1.1614 1.3840 -1.1787 0.29
H 1.6696 1.8649 0.3889 0.52
H 1.0081 0.4987 2.4962 0.42
H -0.5577 -0.2616 2.5504 0.44
H 0.7805 -1.1224 1.7508 0.38
H -0.6682 2.3355 0.1524 0.40
H -1.3513 1.3332 -1.7216 0.44
H -2.6615 0.9929 -0.5743 0.40
H -2.3782 -0.0749 -1.9594 0.46
H -2.4137 -0.9607 1.1322 0.40
H -1.1395 -2.1629 0.8441 0.35
H -2.3989 -1.9391 -0.3510 0.48
H 0.2066 -0.5013 -2.2694 0.43
```

Values from the calculation:
lowest unoccupied orbital energy: 0.71 eV
spin multiplicity: 1
total charge: 0
M: 144.2 g mol⁻¹
E_HOMO: -9.715 eV
SMILES string: CC[C@@](C)(O)C(C)(C)C=O



Arrangement S

Molecular formula: C8H16O2
Method: DFT, ωB97M-V/def2-TZVPD

The geometry in XYZ format:
```
26
Properties=species:S:1:pos:R:3:mulliken_charge:R:1
C 1.5248 -1.8371 0.5098 -0.67
C 1.0984 1.8153 1.2015 -1.25
C 0.9168 0.9940 -0.0281 0.82
C 1.7381 0.9167 -1.0769 -1.00
O 0.6673 -0.9136 1.0618 -0.64
H 2.3584 -1.3542 -0.0411 0.21
H 1.0302 -2.4965 -0.2328 0.26
H 1.9665 -2.4928 1.2736 0.28
H 0.6464 1.3195 2.0575 0.34
H 0.6609 2.8118 1.0789 0.25
H 2.1644 1.9324 1.4000 0.38
H 2.7364 1.3232 -1.0009 0.31
H 1.4775 0.3951 -1.9859 0.26
C -1.1882 1.4284 -1.3284 -0.82
C -1.9719 -0.7595 1.2413 -1.30
C -1.0612 -0.7842 0.0605 1.10
C -1.1738 -1.5873 -1.0012 -1.13
O -0.5287 0.6972 -0.2580 0.15
H -0.8929 2.4713 -1.2462 0.29
H -0.8865 1.0193 -2.2899 0.36
H -2.2578 1.3023 -1.1802 0.29
H -2.4237 -1.7430 1.3747 0.37
H -1.4218 -0.5165 2.1474 0.35
H -2.7794 -0.0319 1.1073 0.22
H -1.8439 -2.4339 -0.9646 0.25
H -0.5563 -1.4762 -1.8803 0.32
```

Values from the calculation:
lowest unoccupied orbital energy: 0.69 eV
spin multiplicity: 1
total charge: 0
M: 144.2 g mol⁻¹
E_HOMO: -7.628 eV



Unit: eV. Relative energies: arrangement P 0.484; arrangement Q 2.917; arrangement R 0.000; arrangement S 5.014.



Arrangement P

Molecular formula: C4H11NO2
Method: DFT, ωB97M-V/def2-TZVPD

The geometry in XYZ format:
```
18
Properties=species:S:1:pos:R:3:lowdin_spin:R:1
C -2.5872 -0.8767 -2.1672 0.00
C -2.2095 0.3997 -1.4801 0.00
O -0.9201 0.7347 -1.6402 0.00
O -2.8577 0.8748 -0.5729 0.00
H -2.6981 -0.6836 -3.2475 0.00
H -3.5389 -1.3551 -1.9403 0.00
H -1.6998 -1.5131 -2.0621 0.00
C 1.9332 -0.1274 0.8258 0.07
C 1.0886 -0.5838 1.9674 0.07
N 2.3768 1.3251 0.9808 0.79
H 2.8957 -0.6238 0.7493 0.00
H 1.5112 -0.0631 -0.1814 0.02
H 1.6643 -0.6403 2.8854 0.00
H 0.8702 -1.6430 1.7267 0.02
H -0.6982 1.3337 -0.9354 0.00
H 1.5778 1.8975 1.2867 0.02
H 3.1054 1.5352 1.6769 0.02
H 0.1862 0.0092 2.1282 0.00
```

Values from the calculation:
lowest unoccupied orbital energy (alpha / beta): -3.89 / -9.35 eV
spin multiplicity: 2
total charge: +1
M: 105.1 g mol⁻¹
expectation value of S²: 0.754
E_HOMO (alpha / beta): -13.260 / -13.260 eV



Arrangement Q

Molecular formula: C4H11NO2
Method: DFT, ωB97M-V/def2-TZVPD

The geometry in XYZ format:
```
18
Properties=species:S:1:pos:R:3:lowdin_spin:R:1
C -1.1227 -0.6126 -0.1496 0.11
C -1.7412 -1.3529 1.0311 0.03
C 0.4755 -0.3589 0.0906 0.08
N 1.1666 -0.5388 -1.0774 0.46
C 2.1873 0.3830 -1.5581 0.07
O 0.8380 -0.1562 1.2000 0.18
H -1.6363 0.3522 -0.2168 0.00
H -1.1377 -1.0438 -1.1460 0.00
H -2.8102 -1.4009 0.8729 0.01
H -1.3493 -2.3710 1.0708 0.00
H -1.4084 -0.8908 1.9542 0.00
H 1.0039 -1.2905 -1.7392 0.01
H 3.0139 -0.2553 -1.8769 0.03
H 2.5065 1.0871 -0.7931 0.00
H 1.8218 0.9764 -2.3998 0.02
H -0.2252 1.8161 1.3773 0.00
H -1.1436 3.0720 1.4413 0.00
O -0.4390 2.5849 1.9187 0.00
```

Values from the calculation:
lowest unoccupied orbital energy (alpha / beta): -4.35 / -9.21 eV
spin multiplicity: 2
total charge: +1
M: 105.1 g mol⁻¹
expectation value of S²: 0.766
E_HOMO (alpha / beta): -14.591 / -14.588 eV



Unit: eV. Relative energies: arrangement P 0.000; arrangement Q 0.289.